This record from the Open Molecules 2025 dataset describes the ion C6H11N3 with charge +2. The level of theory is the ωB97M-V functional and the def2-TZVPD basis.

```
20
C6H11N3 (the ωB97M-V functional and the def2-TZVPD basis)
C -2.839 -0.038 -0.089
N -1.372 0.208 -0.085
C -0.504 -0.799 -0.230
N 0.782 -0.627 -0.269
C 2.039 -1.470 -0.394
C 1.160 0.802 -0.530
C 1.683 1.809 0.558
N 0.311 1.703 0.163
C -0.990 1.518 0.179
H -3.344 0.419 -0.948
H -3.019 -1.190 -0.097
H -3.156 0.406 0.792
H -1.001 -1.856 -0.198
H 2.553 -1.211 -1.328
H 1.628 -2.420 -0.472
H 2.551 -1.261 0.623
H 1.282 0.942 -1.573
H 2.012 1.587 1.596
H 2.197 2.604 0.224
H -1.673 2.265 0.544
```

## Properties
Kohn-Sham gap   9.30 eV
LUMO   -10.1 eV
HOMO   -19.43 eV
SMILES string   CN1C=[N+](C)[C@@H]2C[N+]2=C1
Total charge   +2

Atom charges from the Mulliken analysis, given in e for atoms 1 to 2: atom 1 (C): -0.794, atom 2 (N): -0.017


This record from the Open Molecules 2025 dataset describes a cluster of 2 separate species, C6H14ClNO2 in total. The level of theory is the ωB97M-V functional and the def2-TZVPD basis.

```
24
C6H14ClNO2 (the ωB97M-V functional and the def2-TZVPD basis)
C 2.170 2.797 -0.379
C 1.676 1.384 -0.684
C 0.836 0.768 0.445
C 1.667 0.492 1.699
C 0.061 -0.495 -0.007
N -0.865 -0.912 1.034
C 1.023 -1.630 -0.388
O 1.287 -2.542 0.352
O 1.599 -1.560 -1.609
H 1.332 3.462 -0.143
H 2.856 2.808 0.474
H 2.704 3.219 -1.236
H 2.539 0.740 -0.904
H 1.065 1.427 -1.602
H 0.046 1.483 0.709
H 1.035 0.116 2.510
H 2.144 1.408 2.062
H 2.454 -0.247 1.507
H -0.526 -0.221 -0.894
H -0.345 -1.489 1.694
H -1.562 -1.534 0.633
H 1.291 -0.769 -2.073
Cl -4.272 0.444 -0.273
H -4.032 1.356 0.594
```

## Properties
Kohn-Sham gap   10.39 eV
LUMO   0.6 eV
HOMO   -9.77 eV
SMILES string   CC[C@H](C)[C@H](N)C(=O)O.Cl
Total charge   0

Atom charges from the Mulliken analysis, given in e for atoms 1 to 2: atom 1 (C): -1.409, atom 2 (C): -0.618


This record from the Open Molecules 2025 dataset describes a structure of composition C4H8S. The level of theory is the ωB97M-V functional and the def2-TZVPD basis.

```
13
C4H8S (the ωB97M-V functional and the def2-TZVPD basis)
C 0.280 -1.545 -0.528
C -0.081 -0.096 -0.198
C -0.267 -0.197 1.334
C -1.525 -0.753 1.589
H 1.260 -2.231 0.217
H 0.617 -1.415 -1.572
H -0.746 -2.255 -0.580
H -0.973 0.162 -0.701
H 2.237 0.378 -1.296
H 0.529 0.174 2.217
H -2.156 -1.131 0.705
H -2.173 -0.578 2.670
S 0.685 1.403 -0.927
```

## Properties
Kohn-Sham gap   8.59 eV
LUMO   -0.5 eV
HOMO   -9.09 eV
Total charge   0

Atom charges from the Mulliken analysis, given in e for atoms 1 to 2: atom 1 (C): -0.833, atom 2 (C): -0.028


This record from the Open Molecules 2025 dataset describes the molecule C4H9NO. The level of theory is the ωB97M-V functional and the def2-TZVPD basis.

```
15
C4H9NO (the ωB97M-V functional and the def2-TZVPD basis)
C 0.389 -2.132 0.326
C -0.044 -0.876 1.131
C -0.597 0.153 0.180
O -1.760 0.174 -0.167
N 0.330 1.018 -0.353
C -0.145 2.129 -1.153
H 0.814 -2.882 0.983
H -0.480 -2.524 -0.193
H 1.101 -1.827 -0.436
H 0.819 -0.510 1.684
H -0.794 -1.127 1.878
H 1.168 1.132 0.192
H 0.687 2.778 -1.403
H -0.882 2.733 -0.607
H -0.605 1.760 -2.062
```

## Properties
Kohn-Sham gap   10.55 eV
LUMO   0.9 eV
HOMO   -9.62 eV
SMILES string   CCC(=O)NC
Total charge   0

Atom charges from the Mulliken analysis, given in e for atoms 1 to 2: atom 1 (C): -1.102, atom 2 (C): -0.432


This record from the Open Molecules 2025 dataset describes the molecule C2HN5O3S. The level of theory is the ωB97M-V functional and the def2-TZVPD basis.

```
12
C2HN5O3S (the ωB97M-V functional and the def2-TZVPD basis)
N -0.383 3.365 0.411
C -0.037 2.255 0.450
N 0.327 0.960 0.337
S 0.310 0.312 -1.239
N 1.229 0.328 1.098
C 2.565 0.370 0.991
N 3.716 0.245 0.874
O 4.893 0.190 0.746
N 0.755 -0.636 2.088
O -0.412 -0.774 1.983
O 1.677 -1.258 2.557
H -0.423 -0.860 -1.072
```

## Properties
Kohn-Sham gap   8.96 eV
LUMO   -0.8 eV
HOMO   -9.80 eV
SMILES string   N#CN(S)N(C#[N+][O-])[N+](=O)[O-]
Total charge   0

Atom charges from the Mulliken analysis, given in e for atoms 1 to 2: atom 1 (N): -0.404, atom 2 (C): 0.444


This record from the Open Molecules 2025 dataset describes a structure of composition C36H47As3HfN2O3PSe2Te2. The level of theory is the ωB97M-V functional and the def2-TZVPD basis.

```
97
C36H47As3HfN2O3PSe2Te2 (the ωB97M-V functional and the def2-TZVPD basis)
Hf -0.308 -0.567 -0.600
C -3.454 -2.609 -0.840
As -2.401 -2.083 0.715
C -2.005 -3.886 1.361
C -4.040 -1.647 1.753
C -4.215 -1.312 3.246
C -5.747 -1.317 3.435
C -3.761 0.108 3.629
As -1.924 0.849 3.522
C -1.892 1.093 1.547
C -0.722 -0.682 3.735
C -3.615 -2.403 4.150
As -4.021 -2.253 6.098
C -3.328 -4.032 6.548
C -2.442 -1.285 6.777
H -4.237 -3.306 -0.542
H -2.832 -3.100 -1.583
H -3.913 -1.732 -1.298
H -2.941 -4.394 1.584
H -1.378 -3.874 2.251
H -1.487 -4.428 0.572
H -4.626 -2.547 1.557
H -4.501 -0.848 1.162
H -6.226 -0.600 2.765
H -6.008 -1.053 4.459
H -6.160 -2.308 3.229
H -4.069 0.285 4.663
H -4.336 0.829 3.037
H -1.745 2.148 1.321
H -2.826 0.783 1.090
H -1.054 0.537 1.098
H -0.801 -1.056 4.753
H 0.296 -0.320 3.606
H -0.907 -1.496 3.043
H -2.540 -2.500 4.009
H -4.059 -3.363 3.864
H -4.009 -4.809 6.204
H -3.239 -4.114 7.631
H -2.345 -4.191 6.102
H -2.345 -0.288 6.352
H -1.525 -1.850 6.604
H -2.575 -1.177 7.853
Se 1.418 -1.323 1.177
Te 1.953 -3.035 -0.575
Te 4.090 -2.029 -1.702
Se -0.086 -2.688 -2.026
O -3.230 0.362 -3.153
C -2.153 0.342 -2.629
O -1.951 0.151 -1.327
C -0.881 0.519 -3.419
C -0.919 0.928 -4.736
C 0.279 1.041 -5.422
C 1.457 0.727 -4.762
C 1.405 0.329 -3.439
N 0.257 0.233 -2.769
H -1.878 1.140 -5.187
H 0.293 1.359 -6.456
H 2.416 0.772 -5.259
H 2.304 0.061 -2.899
O 0.403 1.853 -0.439
N 1.599 1.139 -0.635
C 2.700 1.679 -0.310
C 3.093 2.987 0.255
C 4.205 3.556 -0.386
C 4.741 4.751 0.038
C 4.200 5.386 1.147
C 3.132 4.817 1.812
C 2.548 3.618 1.386
P 1.239 2.872 2.477
C 2.289 2.508 3.945
C 1.874 2.626 5.270
C 2.681 2.169 6.304
C 3.895 1.561 6.033
C 4.299 1.397 4.714
C 3.501 1.861 3.682
C 0.224 4.395 2.714
C -0.313 4.850 3.915
C -1.203 5.917 3.936
C -1.593 6.534 2.760
C -1.078 6.082 1.553
C -0.184 5.025 1.533
H 0.600 2.717 -0.041
H 3.526 1.017 -0.577
H 4.635 3.040 -1.237
H 5.591 5.177 -0.479
H 4.626 6.313 1.509
H 2.742 5.293 2.702
H 0.913 3.052 5.509
H 2.349 2.283 7.329
H 4.523 1.208 6.840
H 5.232 0.900 4.484
H 3.832 1.710 2.662
H -0.037 4.393 4.850
H -1.597 6.259 4.885
H -2.294 7.358 2.777
H -1.370 6.552 0.622
H 0.219 4.708 0.577
```

## Properties
Kohn-Sham gap   6.95 eV
LUMO   -3.1 eV
HOMO   -10.02 eV
Total charge   +1

Atom charges from the Mulliken analysis, given in e for atoms 1 to 2: atom 1 (Hf): 0.350, atom 2 (C): -1.397


This record from the Open Molecules 2025 dataset describes a structure of composition C20H30AgBrNO4P4. The level of theory is the ωB97M-V functional and the def2-TZVPD basis.

```
61
C20H30AgBrNO4P4 (the ωB97M-V functional and the def2-TZVPD basis)
C 3.593 3.466 -0.248
C 4.665 2.766 -1.114
P 4.487 0.959 -1.296
C 4.853 0.386 0.414
C 2.715 0.538 -1.493
C 1.890 1.185 -2.341
C 2.268 2.331 -3.216
C 0.485 0.690 -2.473
O -0.084 0.729 -3.529
C -0.136 0.102 -1.246
C -1.484 0.268 -0.940
P -2.629 1.320 -1.937
N -2.574 2.768 -1.349
C -1.989 -0.321 0.246
C -3.428 -0.120 0.652
C -4.315 -1.322 0.308
C -5.632 -1.317 1.094
C -6.291 0.048 1.246
O -6.389 0.702 -0.019
C -1.140 -1.103 1.054
P -1.929 -1.910 2.524
O -1.255 -3.394 2.279
Br -0.517 -1.106 4.056
C 0.220 -1.260 0.734
P 1.213 -2.325 1.808
C 1.713 -3.871 1.037
C 2.581 -1.476 2.614
C 0.726 -0.616 -0.404
C 2.163 -0.657 -0.800
O 2.835 -1.665 -0.575
H 3.070 4.217 -0.834
H 2.848 2.770 0.140
H 4.051 3.953 0.608
H 5.642 2.896 -0.650
H 4.701 3.209 -2.105
H 4.070 0.609 1.140
H 4.843 -0.677 0.222
H 5.785 0.794 0.790
H 3.320 2.269 -3.491
H 2.114 3.279 -2.697
H 1.667 2.322 -4.121
H -3.869 0.666 -1.890
H -2.199 1.226 -3.254
H -3.453 3.127 -1.002
H -3.466 0.056 1.729
H -3.819 0.784 0.200
H -3.771 -2.227 0.589
H -4.564 -1.333 -0.751
H -5.464 -1.707 2.101
H -6.352 -1.961 0.590
H -7.302 -0.117 1.624
H -5.787 0.676 1.984
H -6.049 1.595 0.061
H -1.960 -4.058 2.302
H 1.280 -4.699 1.595
H 1.401 -3.903 -0.002
H 2.797 -3.951 1.111
H 3.520 -1.890 2.248
H 2.517 -0.407 2.435
H 2.539 -1.669 3.685
Ag 5.277 -1.643 -1.446
```

## Properties
Kohn-Sham gap (alpha / beta)   6.09 / 5.55 eV
LUMO (alpha / beta)   -7.2 / -7.8 eV
HOMO (alpha / beta)   -13.34 / -13.34 eV
<S²>   0.75
Total charge   +2
Multiplicity   2

Atom charges from the Mulliken analysis, given in e for atoms 1 to 2: atom 1 (C): -1.051, atom 2 (C): -0.642


This record from the Open Molecules 2025 dataset describes a cluster of 15 separate species, C4H39N2O15 in total. The level of theory is the ωB97M-V functional and the def2-TZVPD basis.

```
60
C4H39N2O15 (the ωB97M-V functional and the def2-TZVPD basis)
N 2.645 1.527 -0.834
C 1.796 1.240 -2.041
C 0.268 0.851 -1.660
N 0.600 -0.288 -0.741
C -0.783 -0.606 -0.229
C -0.649 -1.760 0.908
O -1.235 -1.383 2.125
H 2.558 0.760 -0.188
H 2.127 2.304 -0.318
H 1.777 2.046 -2.652
H 2.403 0.446 -2.516
H -0.303 0.589 -2.495
H -0.285 1.573 -1.069
H 2.324 -0.428 1.513
H -1.421 -1.038 -1.009
H -1.292 0.302 0.228
H -1.244 -2.645 0.618
H 0.351 -2.127 1.150
H -4.593 1.351 1.161
H -3.367 0.534 1.331
O -3.849 0.977 0.610
H -2.694 0.676 -2.455
H -1.750 0.844 -3.526
O -2.508 1.279 -3.137
H -1.083 2.105 3.895
H -0.893 0.873 4.429
O -1.594 1.369 4.132
H 0.415 -1.042 4.266
H 2.014 -3.289 1.796
O 0.578 -0.130 4.063
H -1.202 -3.572 -2.862
H 0.032 -3.075 -2.006
O -0.961 -3.002 -2.181
H 1.247 2.597 2.087
H 0.589 3.737 1.275
O 0.900 3.475 2.071
H 1.126 -1.046 -1.027
H 1.765 -3.035 -2.928
O 1.504 -3.537 -2.236
H 0.291 -1.863 -4.529
H 0.202 -1.052 -3.423
O 0.064 -0.938 -4.386
H 3.771 -2.381 -1.349
H 2.538 -3.474 -1.345
O 3.311 -2.916 -0.705
H 3.573 -0.354 2.347
H 1.369 0.007 3.513
O 2.630 0.012 2.248
H -3.297 -1.192 2.560
H -2.827 -0.220 3.516
O -3.742 -0.373 3.053
H -2.011 2.624 -1.894
H -2.661 2.533 -0.473
O -2.298 3.162 -1.125
H -0.932 4.101 -0.637
H 0.354 4.023 -1.377
O 0.031 4.061 -0.498
H 2.770 -2.301 0.842
H -0.967 -0.349 2.384
O 2.522 -2.564 1.727
```

## Properties
Kohn-Sham gap   8.81 eV
LUMO   2.6 eV
HOMO   -6.18 eV
Total charge   -1

Atom charges from the Mulliken analysis, given in e for atoms 1 to 2: atom 1 (N): -0.732, atom 2 (C): -1.221


In eV Å⁻¹, the max |F| values for the records above are, in order, 3.68; 0.50; 5.71; 0.98; 3.34; 2.35; 1.56; 6.72.